(1)
Formula: IPb
Source: OMol25
Level of theory: ωB97M-V/def2-TZVPD

```
2
Properties=species:S:1:pos:R:3:forces:R:3
Pb 1.4268 0.0526 -0.0222 -1.840 -0.068 0.027
I -1.4268 -0.0526 0.0222 1.840 0.068 -0.027
```
Forces are in eV/Å.

Results
ΔE to the lowest compared entry with this formula, charge and spin in eV: 0.0000
Gap between HOMO and LUMO in eV: 7.6
Maximum force in eV/A: 1.842
Net charge: +1


(2)
Formula: C27H32Br2CuN3OP2
Source: OMol25
Level of theory: ωB97M-V/def2-TZVPD

```
68
Properties=species:S:1:pos:R:3:forces:R:3
Cu 0.9004 -0.9848 0.3033 -0.200 0.208 0.289
C -2.1806 -1.6117 0.3163 -0.568 0.848 0.189
P -1.1544 -0.1764 0.8784 0.679 0.320 1.003
C -1.3567 1.2040 -0.3667 -1.318 -0.639 0.257
N -2.5039 1.8461 -0.3883 0.879 -0.075 -0.757
C -2.7007 2.6212 -1.4966 -1.195 0.278 0.078
C -3.9727 3.2844 -1.5968 1.434 0.515 -2.118
C -4.2949 3.9564 -2.7760 0.070 0.358 0.967
C -3.3169 4.0649 -3.7780 0.355 -1.011 -1.154
C -2.0984 3.3847 -3.7144 -0.656 1.193 -1.118
C -1.7932 2.6403 -2.5876 1.316 -1.236 -0.198
N -0.6018 1.8469 -2.6093 -2.894 2.102 1.961
C -0.4239 1.3044 -1.4264 1.689 -1.155 -1.612
P 1.1799 0.4025 -1.3157 0.797 0.214 0.108
C 1.2995 -0.4294 -2.9215 -0.292 -1.088 -1.667
C 2.4406 1.7844 -1.2714 0.535 0.484 1.138
C 2.4641 2.3999 -2.6604 1.167 -0.010 -0.056
C 2.0385 2.8281 -0.1629 1.126 -0.466 -0.122
C 3.8417 1.2405 -0.8578 0.873 -0.036 -0.481
C -2.0108 0.6137 2.3629 1.238 0.435 0.412
C -1.7246 -0.1950 3.6227 0.937 -0.210 0.897
C -1.4181 2.0218 2.6511 0.846 0.076 0.392
C -3.4936 0.6938 2.1801 -2.012 -0.550 0.230
H -3.2256 -1.2226 0.2148 0.693 -0.966 -0.044
H -2.0591 -2.4912 1.0029 -0.299 1.029 -0.403
H -1.7373 -1.9029 -0.6388 -0.351 -0.019 -0.071
H -4.6065 3.2594 -0.7667 -0.932 -0.191 1.083
H -5.2485 4.5078 -2.9522 0.783 -0.752 0.494
H -3.6311 4.5186 -4.7276 0.460 0.135 0.510
H -1.3612 3.4417 -4.5405 -0.658 -0.137 0.618
H 0.6386 0.0696 -3.6924 0.812 -0.601 0.824
H 1.0195 -1.5152 -2.8164 -0.325 1.163 0.161
H 2.3099 -0.5732 -3.3614 -0.321 0.786 0.512
H 1.5126 2.2609 -3.1158 -0.541 0.144 -0.726
H 3.2553 1.9062 -3.2428 -0.452 0.090 -0.108
H 2.6993 3.4585 -2.6779 0.052 0.258 0.252
H 1.0492 3.2041 -0.3737 -0.312 0.374 0.217
H 2.7905 3.6774 -0.1444 -0.928 -0.938 -0.225
H 2.0903 2.3513 0.8427 -0.288 0.293 -0.588
H 4.4146 0.8807 -1.7546 -0.363 0.657 0.682
H 3.8185 0.3319 -0.2460 -0.357 0.265 0.297
H 4.4461 2.0264 -0.2922 -0.743 -0.990 -0.928
H -0.6200 -0.3134 3.8826 -1.318 -0.114 -0.690
H -2.2624 -1.1517 3.5831 0.432 0.040 0.186
H -2.1193 0.3810 4.4778 -0.124 -0.302 -0.261
H -0.4059 1.9130 3.0941 -0.443 0.003 -0.193
H -2.0245 2.5751 3.4072 0.258 -0.572 -0.588
H -1.2796 2.6689 1.7871 -0.320 -0.035 -0.101
H -4.0438 -0.0753 2.7830 0.553 0.565 -0.350
H -3.8227 0.5335 1.1579 -0.052 0.252 -0.009
H -3.8731 1.6726 2.4987 0.025 -0.232 -0.138
Br -1.0641 -5.7814 -1.2332 0.059 0.509 -0.298
C 0.2596 -5.2136 -0.0579 0.220 0.973 -0.251
C 0.7057 -6.1313 0.8433 -0.401 0.754 0.707
C 1.5396 -5.7192 1.8849 0.354 -1.452 -0.701
Br 2.0738 -7.1588 2.8981 0.466 -0.370 1.107
C 2.1685 -4.4569 1.9643 0.508 0.719 -0.719
C 3.1813 -4.0534 2.8650 -0.605 -0.730 0.304
C 3.7602 -2.8184 2.7187 0.726 0.208 0.688
C 3.2545 -1.9273 1.7579 -0.469 -0.302 -0.313
N 2.2262 -2.2423 0.9636 1.359 -1.223 0.927
C 1.8139 -3.5544 0.9594 0.004 1.359 1.326
C 0.8088 -3.8562 -0.0116 -1.522 1.375 -2.922
O 0.4831 -2.9074 -0.8215 -0.043 -2.386 1.538
H 0.2783 -7.1237 0.8237 0.266 -0.066 0.098
H 3.3875 -4.7897 3.6465 0.487 0.573 -0.095
H 4.5815 -2.4663 3.3815 -0.746 -0.450 -0.587
H 3.6981 -0.9339 1.6440 -0.407 -0.250 0.138
```
Forces are in eV/Å.

Results
<S²>: 0.794
Gap between HOMO and LUMO (alpha / beta) in eV: 6.6 / 4.9
Maximum force in eV/A: 4.079
Multiplicity: 2
Net charge: +1


(3)
Formula: C3H8InO2
Source: OMol25
Level of theory: ωB97M-V/def2-TZVPD

```
14
Properties=species:S:1:pos:R:3:forces:R:3
C 0.0216 -0.8922 -1.4194 -2.001 -3.208 -0.281
C -0.2987 0.4031 -0.7187 0.669 0.333 -0.416
O 0.5105 0.5398 0.4584 -0.945 1.522 -0.200
C -0.0660 1.3690 1.4492 -0.216 0.511 0.496
In 1.4306 -1.2779 0.9744 3.172 -0.179 1.369
H -0.4985 -1.9129 -0.7463 0.950 2.861 -2.173
H -0.1469 -0.6992 -2.4903 -1.157 -0.377 0.197
H -1.3601 0.4625 -0.4255 0.344 -0.299 -0.132
H -0.0852 1.2746 -1.3594 -0.035 -0.176 0.193
H 0.6133 1.3636 2.3110 -0.166 0.162 -0.246
H -0.1923 2.3868 1.0514 0.140 -0.219 0.198
H -1.0498 0.9935 1.7724 0.281 -0.035 -0.168
O 0.1625 -2.5798 0.7591 -1.900 -2.086 0.083
H 0.9591 -1.4307 -1.6163 0.865 1.190 1.078
```
Forces are in eV/Å.

Results
<S²>: 0.764
Gap between HOMO and LUMO (alpha / beta) in eV: 8.5 / 6.9
Maximum force in eV/A: 3.792
Multiplicity: 2


(4)
Formula: C20H25ClInN5OS2
Source: OMol25
Level of theory: ωB97M-V/def2-TZVPD

```
55
Properties=species:S:1:pos:R:3:forces:R:3
In 0.4836 -0.5315 -0.6953 -0.231 -0.560 0.358
N 4.3360 1.7382 -0.2977 0.070 0.019 0.064
C 3.0335 1.3251 -0.2713 -0.209 -0.085 0.276
S 2.7572 -0.2304 0.4823 -0.099 -0.124 -0.146
N 2.1425 2.1427 -0.7217 0.410 0.710 -0.230
N 0.8523 1.7053 -0.7692 -0.219 -0.632 0.047
C -0.0789 2.5911 -0.7735 0.283 0.092 0.015
C -1.4838 2.3170 -0.9010 -0.331 -0.175 -0.074
C -2.3884 3.3436 -0.5763 0.111 -0.057 0.084
C -3.7474 3.1598 -0.6438 -0.153 0.133 0.011
C -4.2488 1.9270 -1.0780 0.146 0.015 -0.025
C -3.3913 0.9207 -1.4499 0.051 -0.078 0.018
C -1.9883 1.0701 -1.3663 -0.024 0.159 -0.134
O -1.2207 0.0897 -1.7568 -0.221 0.027 0.124
H 5.0291 1.0373 -0.1082 0.035 -0.001 -0.083
H 4.5731 2.4696 -0.9481 -0.051 0.027 0.031
H 0.2265 3.6325 -0.6584 0.025 -0.008 -0.022
H -1.9916 4.2948 -0.2361 0.022 0.013 -0.046
H -4.4221 3.9648 -0.3844 0.010 -0.018 0.038
H -5.3186 1.7646 -1.1255 -0.004 0.021 -0.040
H -3.7561 -0.0317 -1.8134 -0.023 0.001 0.027
Cl 1.7007 -0.7321 -3.2394 0.525 0.231 -0.234
C 0.5875 -1.9660 -3.7367 -0.456 -0.388 -0.036
C 0.3070 -2.1021 -5.0853 0.066 0.075 -0.040
C -0.6309 -3.0341 -5.4959 -0.019 0.013 0.010
C -1.3004 -3.7922 -4.5460 -0.024 0.015 -0.012
C -1.0028 -3.6441 -3.2024 0.004 0.036 -0.045
C -0.0276 -2.7489 -2.7557 0.106 -0.123 -0.077
C 0.3550 -2.6726 -1.3243 0.122 0.769 0.262
H 0.8190 -1.4806 -5.8077 -0.001 0.027 0.030
H -0.8457 -3.1515 -6.5495 -0.010 0.005 0.002
H -2.0526 -4.5066 -4.8548 -0.003 0.003 0.006
H -1.5316 -4.2395 -2.4682 0.051 -0.028 0.016
H 1.3666 -3.0567 -1.1724 -0.011 -0.034 0.007
H -0.3450 -3.2200 -0.6965 0.025 -0.023 0.017
C 0.8932 -2.4178 2.7869 -0.033 -0.027 -0.065
N 0.8446 -1.0793 3.3570 -0.124 0.046 -0.007
C 1.3312 -0.9406 4.7228 0.077 -0.015 0.051
C 0.1109 -0.1208 2.7719 0.090 0.101 0.325
S -1.0413 -0.4796 1.5748 -0.141 -0.163 -0.233
N 0.2680 1.1429 3.2478 0.008 -0.106 -0.325
C -0.7464 2.1487 2.9669 -0.029 0.000 -0.017
C 1.6138 1.6859 3.4059 0.116 0.091 0.199
H 1.5787 -3.0204 3.3778 0.022 0.031 0.019
H 1.2620 -2.3805 1.7632 -0.031 -0.009 -0.027
H -0.0974 -2.8751 2.7834 0.038 -0.024 0.009
H 1.0378 -1.8274 5.2860 0.022 -0.006 -0.019
H 0.8743 -0.0707 5.1865 0.026 -0.003 -0.002
H 2.4178 -0.8422 4.7688 -0.010 -0.008 -0.023
H -1.7353 1.7132 3.0730 -0.018 0.030 -0.024
H -0.6566 2.5570 1.9562 0.031 -0.027 0.030
H -0.6303 2.9499 3.6978 0.031 0.010 -0.031
H 2.3621 0.9048 3.3031 -0.057 0.057 -0.048
H 1.7237 2.1738 4.3771 0.001 -0.009 -0.001
H 1.7926 2.4254 2.6207 0.009 -0.028 -0.010
```
Forces are in eV/Å.

Results
ΔE to the lowest compared entry with this formula, charge and spin in eV: 0.5351
Gap between HOMO and LUMO in eV: 7.8
Maximum force in eV/A: 0.851


(5)
Formula: C5H8O2
Source: OMol25
Level of theory: ωB97M-V/def2-TZVPD

```
15
Properties=species:S:1:pos:R:3:forces:R:3
C 0.0522 1.3300 0.7832 -0.002 0.165 0.370
C 1.0799 0.6850 -0.0404 -0.217 0.389 -0.070
O 1.4142 -0.6168 0.2981 -0.205 0.327 -0.318
C 0.2998 -1.4694 0.4696 -0.825 0.067 -0.740
C -0.5768 -1.1567 -0.9231 0.593 -0.413 0.551
O -1.4384 -0.0594 -0.7700 0.153 -0.341 0.768
C -0.8594 1.1104 -0.3580 0.565 0.037 -0.129
H -0.1573 0.9530 1.7848 0.035 0.086 0.193
H 0.2551 2.3998 0.7710 -0.126 0.076 0.337
H 1.9668 1.1668 -0.4524 -0.588 0.259 0.065
H -0.2908 -1.1688 1.3517 -0.058 -0.054 -0.429
H 0.7749 -2.4368 0.7460 -0.820 0.247 -0.932
H 0.2548 -0.8175 -1.5534 -0.139 -0.089 -0.253
H -1.2001 -1.8477 -1.5194 0.574 -0.455 1.058
H -1.5748 1.9280 -0.5879 1.060 -0.301 -0.471
```
Forces are in eV/Å.

Results
ΔE to the lowest compared entry with this formula, charge and spin in eV: 4.9645
Gap between HOMO and LUMO in eV: 8.5
Maximum force in eV/A: 1.287


(6)
Formula: C2H8IN3
Source: OMol25
Level of theory: ωB97M-V/def2-TZVPD

```
14
Properties=species:S:1:pos:R:3:forces:R:3
C 2.1066 -0.4105 0.3714 0.963 -3.527 -2.212
C 0.0612 0.8083 0.3649 -0.898 2.654 -1.901
N 1.3509 0.4202 0.9120 -0.410 0.219 -0.508
N -1.6664 -0.7314 -0.4442 0.134 -0.934 -5.387
N -0.4499 0.0657 -0.7463 -0.451 -0.679 0.562
I -3.6910 -0.2585 0.2354 0.743 0.182 0.310
H 1.7243 -1.1407 -0.4771 0.805 1.871 1.763
H 3.1369 -0.5163 0.7270 -0.340 -0.029 -0.058
H -0.6718 1.0109 1.1012 -0.639 -0.487 1.248
H 0.1678 1.8335 -0.0558 0.637 -0.380 0.497
H 1.7882 0.9915 1.6125 -0.249 0.697 0.724
H -1.9600 -0.9023 -1.4767 -0.088 0.902 1.438
H -1.4391 -1.7460 -0.4471 0.403 0.381 1.817
H -0.4577 0.5755 -1.6772 -0.608 -0.871 1.707
```
Forces are in eV/Å.

Results
ΔE to the lowest compared entry with this formula, charge and spin in eV: 0.8774
Gap between HOMO and LUMO in eV: 8.4
Maximum force in eV/A: 5.469
Net charge: +2
SMILES: C=[NH+]CN[NH2+]I


Q: Which of these has the lowest maximum force?
A: C20H25ClInN5OS2